# 1
37
Properties=species:S:1:pos:R:3 method="wB97M-V/def2-TZVPD" homo_ev=-8.007 largest_force_ha_per_bohr=0.01881 orbital_gap_ev=8.51 charge=0 total_energy_ha=-1351.782021 smiles="CCOc1ccc(/N=C2/NC(=O)S[C@@H]2CC(=O)OC)cc1" de_lowest_kj_mol=50.7 e_lumo_ev=0.5
C 5.98343 0.18471 -0.78114
C 4.60100 0.81734 -0.75058
O 3.80616 0.06668 0.14493
C 2.51465 0.44035 0.35411
C 1.79696 -0.33792 1.26619
C 0.48289 -0.05198 1.55457
C -0.16611 1.00800 0.91796
N -1.47112 1.30481 1.28248
C -2.47781 1.26066 0.52820
N -3.71467 1.60916 1.00231
C -4.82364 1.44727 0.22373
O -5.95457 1.65523 0.54476
S -4.30837 0.92409 -1.39807
C -2.53991 0.85040 -0.93380
C -1.94632 -0.53467 -1.17807
C -2.48358 -1.55333 -0.19120
O -3.19924 -1.30136 0.74082
O -2.04068 -2.77297 -0.48774
C -2.45541 -3.82066 0.38205
C 0.55096 1.78764 0.01671
C 1.88004 1.51416 -0.25946
H 6.41901 0.19916 0.21402
H 5.91101 -0.84773 -1.11182
H 6.62725 0.73428 -1.46179
H 4.66859 1.86085 -0.41210
H 4.15526 0.80239 -1.75551
H 2.30280 -1.16243 1.74297
H -0.06860 -0.65002 2.26328
H -3.82236 1.83216 1.98275
H -2.01264 1.58246 -1.55097
H -2.17059 -0.87242 -2.19093
H -0.85922 -0.50166 -1.06599
H -3.54456 -3.88986 0.39831
H -2.09866 -3.63208 1.39623
H -2.01843 -4.73304 -0.01428
H 0.07126 2.63243 -0.45627
H 2.40520 2.14792 -0.95665

=====

# 2
38
Properties=species:S:1:pos:R:3 method="wB97M-V/def2-TZVPD" homo_ev=-8.148 largest_force_ha_per_bohr=0.35388 orbital_gap_ev=8.13 charge=0 total_energy_ha=-1426.540817 smiles="O=C(Nc1sc2c(c1C(=O)O)CCC2)C(=O)N1CCOCC1" de_lowest_kj_mol=1160.3 e_lumo_ev=0.0
O -0.98284 -1.37592 0.06970
C -0.89990 -0.16520 0.02284
N 0.22801 0.68536 0.00220
C 1.37881 0.02052 -0.04505
S 1.47861 -1.65083 -0.19019
C 3.12757 -1.61487 0.06870
C 3.55851 -0.27685 -0.02566
C 2.55872 0.55397 -0.18358
C 2.68506 2.11999 0.08515
O 3.89725 2.83784 -0.07055
O 1.53508 2.92536 0.17020
C 5.08885 -0.08953 -0.26004
C 5.46036 -1.42957 0.01666
C 4.30224 -2.41924 -0.26949
C -2.28737 0.85728 0.12682
O -2.17742 2.00818 0.23968
N -3.49903 0.35033 -0.12425
C -3.70036 -1.22051 0.08170
C -5.17355 -1.31644 0.54742
O -6.14719 -0.87900 -0.15279
C -5.73278 0.50063 -0.82226
C -4.63146 1.08845 0.09421
H -0.15994 1.70461 0.21035
H 1.72084 3.82150 -0.01743
H 5.41437 0.59412 0.73308
H 5.44281 0.12503 -1.06351
H 6.44682 -1.96762 -0.60815
H 5.87362 -1.54747 1.20142
H 4.31103 -3.30657 0.53435
H 4.35975 -2.68537 -1.15470
H -3.07319 -1.96469 0.73058
H -3.67220 -1.61015 -0.66178
H -5.52271 -2.58121 0.65818
H -5.27396 -1.12951 1.44930
H -5.38986 0.19853 -1.91555
H -6.58223 1.23748 -0.79868
H -5.05592 1.10344 1.06620
H -4.38807 1.93743 -0.35318

=====

# 3
35
Properties=species:S:1:pos:R:3 method="wB97M-V/def2-TZVPD" homo_ev=-9.094 largest_force_ha_per_bohr=0.01348 orbital_gap_ev=9.31 charge=0 total_energy_ha=-837.398197 smiles="CCCCC(=O)Nc1ccnc(-c2cccnc2)n1" de_lowest_kj_mol=0.0 e_lumo_ev=0.2
C 5.91703 -3.81808 1.98495
C 5.22025 -2.47447 2.15870
C 3.72598 -2.57754 1.86744
C 3.01564 -1.23092 2.03178
C 1.51867 -1.40632 1.87182
O 0.88715 -2.24179 2.47257
N 0.95339 -0.52698 0.98072
C -0.37303 -0.40951 0.60781
C -1.41077 -1.20890 1.09237
C -2.66568 -0.92367 0.58474
N -2.88751 0.03514 -0.29907
C -1.83617 0.74318 -0.70035
C -2.06844 1.80745 -1.67844
C -3.34511 2.05008 -2.18417
C -3.51358 3.06639 -3.10666
C -2.40026 3.80198 -3.48921
N -1.18422 3.58141 -3.01571
C -1.02393 2.61249 -2.13615
N -0.58926 0.55599 -0.27939
H 5.49057 -4.55730 2.65896
H 6.97913 -3.72863 2.19985
H 5.80213 -4.17896 0.96527
H 5.36592 -2.11982 3.18143
H 5.67209 -1.74160 1.48568
H 3.57805 -2.93963 0.84722
H 3.26524 -3.29763 2.54555
H 3.19508 -0.85820 3.04370
H 3.41005 -0.50319 1.32146
H 1.54630 0.14708 0.51298
H -1.23433 -1.98914 1.81003
H -3.53733 -1.48508 0.89578
H -4.17032 1.44209 -1.84662
H -4.48531 3.28539 -3.52187
H -2.48024 4.60700 -4.20828
H -0.01922 2.45822 -1.76839

=====

# 4
31
Properties=species:S:1:pos:R:3 method="wB97M-V/def2-TZVPD" homo_ev=-8.069 largest_force_ha_per_bohr=0.08318 orbital_gap_ev=8.84 charge=0 total_energy_ha=-618.241436 smiles=Cc1ccc(O)cc1.Cc1ccccc1 de_lowest_kj_mol=195.8 e_lumo_ev=0.8
C -0.13793 -0.64172 5.25944
C -0.06898 0.12008 3.92074
C -1.15826 -0.05279 3.06797
C -1.03017 0.60947 1.87229
C 0.03457 1.43984 1.62509
O -0.08749 2.15109 0.45905
C 1.21288 1.49878 2.44367
C 1.08417 0.88715 3.64496
H -0.96203 -1.31597 5.29529
H -0.08969 -0.04261 6.19497
H 0.70379 -1.29791 5.21902
H -2.05567 -0.68964 3.28425
H -1.64532 0.48801 0.98337
H 0.72151 2.74964 0.31295
H 2.06151 2.08838 2.16327
H 1.86752 0.92725 4.26235
C -0.24473 -0.00202 -5.52178
C -0.00385 -0.38461 -4.01760
C -1.04879 -1.01459 -3.43077
C -1.02170 -1.43655 -2.11271
C 0.16555 -1.27824 -1.34568
C 1.18907 -0.51535 -1.90832
C 1.06825 -0.09043 -3.24477
H 0.75197 0.23337 -6.05721
H -0.96236 0.89022 -5.53068
H -0.62821 -0.88175 -6.01832
H -1.96888 -1.03062 -3.93227
H -1.87295 -2.13612 -1.74163
H 0.09704 -1.61008 -0.26502
H 2.16521 -0.35152 -1.24935
H 1.86397 0.68924 -3.63261

=====

# 5
58
Properties=species:S:1:pos:R:3 method="wB97M-V/def2-TZVPD" homo_ev=-9.644 largest_force_ha_per_bohr=0.17141 orbital_gap_ev=8.95 charge=0 total_energy_ha=-3200.644215 smiles="FC(F)C(F)(F)COC(F)(F)C(F)F.FC(F)C(F)(F)COC(F)(F)C(F)F.CC(=O)N(C)N(B(O)O)C(=O)OS" e_lumo_ev=-0.7
F -2.87947 3.81612 1.97379
C -2.59376 4.64263 0.94193
F -3.62903 5.52241 0.86459
C -2.42733 3.89367 -0.37530
F -3.58328 3.28258 -0.74990
F -2.16192 4.81344 -1.35659
C -1.28461 2.86696 -0.39616
O -1.65758 1.50547 -0.16405
C -1.76557 1.12680 1.20734
F -1.25562 2.11239 1.98368
F -0.93304 0.06182 1.36269
C -3.19277 0.73080 1.60509
F -4.07089 1.74434 1.39606
F -3.26640 0.42327 2.92828
H -1.69504 5.21335 1.19107
H -0.88808 2.86620 -1.41898
H -0.43369 3.17187 0.22478
H -3.53554 -0.13542 1.03049
F 3.41958 4.02091 -2.02028
C 2.36928 3.18598 -2.19125
F 1.25787 3.90931 -1.88573
C 2.46119 1.94624 -1.30904
F 2.41595 2.27033 0.01115
F 1.34911 1.17807 -1.53827
C 3.68691 1.05692 -1.56811
O 4.79677 1.24209 -0.68462
C 5.68542 2.30236 -1.03375
F 5.38231 2.74741 -2.27640
F 6.91765 1.73372 -1.13201
C 5.71441 3.42369 0.01205
F 4.48580 3.97068 0.19471
F 6.53399 4.43734 -0.37734
H 2.30628 2.91729 -3.24924
H 3.36503 0.02479 -1.38239
H 3.99419 1.06031 -2.62081
H 6.06395 3.05045 0.97979
C 0.23468 -2.86876 1.66915
C -0.12613 -4.41536 1.13726
O 0.97076 -5.22370 1.07864
N -1.49073 -4.94136 0.84689
C -1.78515 -6.29334 1.44655
N -1.99342 -4.73898 -0.39677
B -1.07269 -4.13755 -1.41673
O -0.15308 -4.98710 -2.22611
O -0.99365 -2.66288 -1.70573
C -3.39647 -4.17501 -0.42402
O -4.05236 -3.80760 -1.54018
O -4.14989 -4.05874 0.85861
S -3.74734 -2.61289 1.68006
H 1.05340 -2.85687 2.50646
H -0.78376 -2.37508 1.97048
H 0.68665 -2.32220 0.71544
H -2.97039 -6.40435 1.45530
H -1.45046 -6.36682 2.57954
H -1.38559 -7.19696 0.79147
H 0.72216 -4.47050 -2.26461
H -1.91205 -2.29091 -1.87301
H -3.15652 -2.92965 2.93404

=====

# 6
35
Properties=species:S:1:pos:R:3 method="wB97M-V/def2-TZVPD" homo_ev="-7.316 / -7.318" largest_force_ha_per_bohr=0.04550 orbital_gap_ev="4.91 / 4.91" charge=0 total_energy_ha=-1385.290311 e_lumo_ev="-2.4 / -2.4"
C -2.60370 -1.48721 2.08808
C -2.20102 1.89972 -1.57154
H -2.97012 -2.44034 1.68166
H -3.46373 -0.81540 2.27289
H -2.12302 -1.69388 3.04818
H -1.58972 1.75017 -2.45853
H -3.24180 1.59938 -1.76959
H -2.21519 2.95156 -1.28594
C -0.13937 -2.73632 0.69895
C 0.80188 -3.76921 0.62190
C 1.98513 -3.54794 -0.08959
C 2.18644 -2.30350 -0.68212
H -1.04109 -2.82696 1.30220
H 0.60953 -4.70281 1.14032
H 2.73951 -4.32346 -0.20766
H 3.09046 -2.05648 -1.24166
N 0.00903 -1.56517 0.07027
C 1.19787 -1.30723 -0.53406
C 1.42728 0.09017 -0.97197
N 0.45147 0.98040 -0.68459
C 0.61388 2.25813 -1.03809
C 2.73037 1.83338 -2.06025
C 1.69358 2.73071 -1.79250
H -0.22120 2.90571 -0.79968
H 1.70855 3.77745 -2.09137
C 2.60316 0.50399 -1.64512
H 3.39833 -0.22416 -1.80690
H 3.59082 2.14296 -2.64969
Ca -1.98509 0.19109 0.27846
C -1.61403 2.28790 1.45429
H -1.91908 3.04829 0.73424
H -0.66423 2.54797 1.92210
H -2.38332 2.07147 2.20230
N 0.13524 0.06900 3.38986
C -0.59683 0.16063 2.47516